1.
Entry from OMol25: one molecule with the formula C4H11NO2 at a distorted geometry (wB97M-V/def2-TZVPD).

Structure (XYZ):
```
18
Properties=species:S:1:pos:R:3:lowdin_charge:R:1
O 2.534 1.309 -0.463 -0.06
O -2.547 -0.854 1.216 -0.06
N -0.721 1.163 0.713 0.07
C -1.262 -1.204 0.747 -0.26
C 0.813 -0.501 -0.418 -0.14
C -0.594 -0.095 -0.030 -0.42
C 1.545 0.619 -1.200 -0.26
H 2.177 2.104 -0.041 0.08
H -0.831 0.938 1.699 0.08
H 0.836 1.212 -1.716 0.11
H -3.170 -0.679 0.506 0.09
H 0.727 -1.375 -1.070 0.12
H 2.108 0.102 -1.990 0.12
H -1.199 -0.005 -0.930 0.13
H -0.680 -1.419 1.655 0.13
H 1.435 -0.833 0.404 0.12
H 0.148 1.683 0.687 0.05
H -1.319 -2.167 0.231 0.12
```

Values from the calculation:
Gap between HOMO and LUMO, eV: 10.4
LUMO energy, Ha: 0.031
Highest occupied orbital energy, eV: -9.52
Relative energy (zero: lowest compared OMol25 entry of this formula, charge and spin), kJ/mol: 154.2
2S+1: 1
SMILES: N[C@H](CO)CCO
Energy, eV: -9910.644



2.
Entry from OMol25: C16H12F3IN2O4Ru as an isolated structure at a distorted geometry (wB97M-V/def2-TZVPD).

Structure (XYZ):
```
39
Properties=species:S:1:pos:R:3:lowdin_charge:R:1
I -2.021 0.016 1.908 1.29
Ru 0.063 0.013 0.347 1.11
F 1.171 2.885 3.741 0.19
F 2.171 1.036 4.289 0.20
F 3.176 2.470 3.009 0.20
O 1.598 -0.245 -0.803 -0.03
O 1.256 -0.002 2.048 -0.10
O -1.127 0.593 -5.334 -0.04
O 0.911 1.965 1.157 0.03
N 3.152 -0.952 -3.852 0.18
N -1.220 0.060 -1.296 -0.03
C -0.737 0.045 -2.504 0.00
C 0.589 -0.295 -2.952 0.00
C 3.046 -0.735 -2.579 -0.17
C -4.545 0.532 0.345 -0.11
C -4.857 0.572 -2.032 -0.02
C -0.289 -0.542 -5.362 -0.17
C 2.120 -0.896 -4.693 0.06
C -3.202 0.313 0.145 -0.52
C 4.218 -0.786 -1.686 0.03
C 1.369 1.251 2.081 -0.53
C -5.386 0.675 -0.754 0.00
C -2.616 0.255 -1.130 -0.27
C 0.815 -0.538 -4.306 -0.07
C -3.505 0.365 -2.216 0.02
C 2.006 1.932 3.328 -0.57
C 1.710 -0.420 -2.035 -0.19
H 4.057 -1.492 -0.866 0.12
H -0.919 -1.416 -5.170 0.15
H 0.164 -0.684 -6.344 0.14
H -4.944 0.581 1.349 0.11
H -1.390 0.306 -3.325 0.10
H -6.442 0.850 -0.601 0.13
H 4.382 0.191 -1.218 0.12
H 2.348 -1.133 -5.728 0.15
H -0.808 1.284 -5.924 0.12
H -5.504 0.646 -2.894 0.13
H 5.099 -1.071 -2.252 0.11
H -3.154 0.288 -3.235 0.11
```

Values from the calculation:
Gap between HOMO and LUMO (spin up / spin down), eV: 4.8 / 4.8
LUMO energy (spin up / spin down), Ha: -0.405 / -0.405
Highest occupied orbital energy (spin up / spin down), eV: -15.81 / -15.81
2S+1: 1
Total charge: +2
Energy, eV: -46772.718



3.
Entry from OMol25: one molecule with the formula C5H9Cl at a distorted geometry (wB97M-V/def2-TZVPD).

Structure (XYZ):
```
15
Properties=species:S:1:pos:R:3:lowdin_charge:R:1
Cl -2.118 -1.142 0.038 0.57
C -0.470 1.000 0.075 -0.32
C 0.605 0.113 -0.569 -0.35
C -1.926 0.673 -0.077 -0.59
C 0.768 -1.444 -0.277 -0.21
C 1.797 -0.451 0.449 -0.16
H 1.618 -0.499 1.653 0.12
H -2.487 1.291 -0.967 0.13
H -0.069 0.558 1.268 0.17
H 2.824 0.041 0.065 0.11
H -2.563 1.184 0.810 0.11
H -0.019 -1.753 0.417 0.00
H 1.149 -2.174 -1.094 0.12
H 1.096 0.500 -1.740 0.19
H -0.204 2.104 -0.051 0.12
```

Values from the calculation:
Gap between HOMO and LUMO, eV: 10.2
LUMO energy, Ha: 0.036
Highest occupied orbital energy, eV: -9.26
Relative energy (zero: lowest compared OMol25 entry of this formula, charge and spin), kJ/mol: 459.0
2S+1: 1
SMILES: ClCCC1CC1
Energy, eV: -17848.573



> The highest energy belongs to which entry?

C4H11NO2



> What is the energy in the second record?

-46772.718 eV